ORCA calculation (ωB97M-V/def2-TZVPD) on a cluster of 2 separate species, CHBrN2O3 in total in a non-equilibrium geometry.

Calculated values
energy relative to the best compared isomer or geometry (same formula, charge and spin) = 26.0 kcal/mol
calculated total energy = -80211.1132 eV
HOMO energy (spin up / spin down) = -9.5381 / -9.0763 eV
orbital gap (spin up / spin down) = 8.780 / 6.998 eV

Last column: Löwdin charge in e.
Atoms and positions in Å:
C 0.29598 0.71880 0.06795  -0.55
N -0.92306 -0.66713 1.92735  0.15
N 1.34178 0.23195 0.83595  -0.52
O 1.50367 -0.99472 0.86290  0.00
O -0.26377 -1.56312 2.14602  0.07
O 2.01194 1.03057 1.50262  -0.03
Br -0.07765 2.51627 0.12369  0.82
H -0.43674 0.00574 -0.28204  0.06

Atoms 1-6, force components in eV/Å:
-0.86 -0.08 0.36
0.37 -0.86 0.44
0.93 0.29 0.84
0.47 0.34 -0.86
-1.15 0.84 0.19
-0.13 -0.44 -0.33


ORCA calculation (ωB97M-V/def2-TZVPD) on a structure of composition C35H53F16N2O15PS2 in a non-equilibrium geometry.

Calculated values
calculated total energy = -145286.6403 eV
HOMO energy = -8.6424 eV
orbital gap = 8.696 eV

Last column: Löwdin charge in e.
Atoms and positions in Å:
C -5.16564 -5.26528 2.29470  -0.10
C -4.14443 -6.43920 2.35867  -0.21
C -2.97615 -6.13065 3.31766  -0.20
N -1.64062 -6.34437 2.68893  0.00
C -0.69482 -5.38235 3.22206  -0.25
C 0.76464 -5.80787 3.19877  -0.28
C 1.05710 -7.25842 3.54376  -0.02
C 1.02090 -7.49079 5.04136  -0.53
O 0.19524 -7.06780 5.73653  0.19
O 2.04530 -8.23042 5.55486  0.10
O 1.45325 -5.50030 1.95883  -0.15
S 1.88791 -3.96666 2.05733  0.61
O 2.21483 -3.51508 0.74832  -0.29
O 2.96982 -3.73660 2.95019  -0.24
C 0.35510 -3.07917 2.55478  -0.49
C 0.57539 -2.57766 4.03568  -0.14
C 1.18120 -1.19666 4.21785  -0.48
C 2.69939 -0.96677 4.10831  -0.03
N 0.44078 -0.24112 4.50476  0.15
P 0.23560 -1.58982 1.42798  0.45
S -1.35259 -0.49735 1.67530  0.18
C -0.91631 -3.97218 2.53799  -0.22
C -1.63124 -4.04227 1.17618  -0.12
C -0.90061 -4.72922 0.01303  -0.38
C -1.41123 -4.08032 -1.29202  -0.02
F -1.20638 -6.07347 -0.09752  -0.02
H -4.93307 -4.46878 3.00138  0.06
H -5.13372 -4.81472 1.30709  0.06
H -6.17268 -5.59831 2.51998  0.06
H -4.68030 -7.30005 2.74439  0.09
H -3.76865 -6.60300 1.35600  0.09
H -3.01331 -6.79740 4.18348  0.12
H -3.08504 -5.12454 3.71342  0.10
H -1.40428 -7.29254 2.94510  0.10
H -0.93278 -5.24393 4.28402  0.14
H 1.26085 -5.21955 3.97375  0.13
H 0.42679 -7.98820 3.04116  0.14
H 2.07659 -7.47516 3.22948  0.13
H 2.87666 -7.82337 5.27636  0.12
H 1.23170 -3.24422 4.59118  0.11
H -0.35348 -2.55906 4.59394  0.12
H 3.18180 -1.86184 4.49403  0.06
H 3.02298 -0.76392 3.09409  0.07
H 2.96101 -0.18027 4.80720  0.08
H 1.00368 0.60266 4.59197  0.06
H 0.19647 -2.12563 0.12791  -0.02
H 1.40755 -0.81557 1.47331  0.01
H -1.61740 -3.47653 3.20256  0.13
H -2.58548 -4.55077 1.26971  0.11
H -1.89067 -3.04981 0.82126  0.05
H 0.17673 -4.59767 -0.00013  0.11
H -2.49075 -4.11517 -1.37221  0.09
H -1.03848 -3.05780 -1.25812  0.06
H -0.88665 -4.56369 -2.11276  0.07
C 0.44724 3.11320 -0.99962  -0.06
C 1.33848 4.25443 -0.57705  -0.19
O 1.13112 4.56632 0.81697  0.03
C 1.78681 3.81617 1.68786  -0.40
O 2.51703 2.91063 1.40267  0.16
C 1.50693 4.29517 3.11810  -0.53
F 0.20908 4.55994 3.30997  0.17
F 2.19743 5.42111 3.38034  0.16
F 1.87333 3.37392 4.01782  0.15
H -0.59437 3.33730 -0.77294  0.08
H 0.54289 2.92658 -2.06797  0.08
H 0.70450 2.19978 -0.46172  0.07
H 1.08444 5.15075 -1.13584  0.10
H 2.38856 4.03811 -0.77129  0.13
C 0.04355 -8.12468 -3.08298  -0.06
C 0.44053 -7.03304 -4.04788  -0.20
O 0.26749 -7.45298 -5.41411  0.03
C -0.96002 -7.34210 -5.90911  -0.40
O -1.91999 -6.93417 -5.32581  0.17
C -0.96787 -7.78364 -7.37999  -0.53
F -0.26395 -8.91243 -7.56348  0.16
F -0.42256 -6.83167 -8.15910  0.16
F -2.21086 -8.00369 -7.81270  0.17
H 0.58866 -9.04551 -3.29592  0.08
H 0.25541 -7.81488 -2.05971  0.08
H -1.01903 -8.35394 -3.16347  0.08
H 1.49783 -6.80107 -3.93421  0.13
H -0.11741 -6.11749 -3.85480  0.11
C -2.82501 5.58324 -5.38556  -0.05
C -1.92668 6.71636 -4.93938  -0.19
O -2.10690 6.99415 -3.53579  0.03
C -1.43101 6.23032 -2.69235  -0.38
O -0.69646 5.33483 -2.99490  0.16
C -1.71137 6.70424 -1.25209  -0.52
F -3.01593 6.96106 -1.06440  0.16
F -1.03927 7.84054 -0.99323  0.16
F -1.34622 5.80458 -0.33513  0.17
H -3.86448 5.80095 -5.13747  0.08
H -2.74255 5.43415 -6.46142  0.09
H -2.55992 4.65181 -4.88494  0.08
H -2.19304 7.63190 -5.46396  0.12
H -0.87954 6.50864 -5.15507  0.13
C 6.32004 3.47786 3.42617  -0.05
C 6.48432 4.35607 2.20356  -0.19
O 7.78922 4.18236 1.62173  0.03
C 7.93221 3.14639 0.80172  -0.40
O 7.08504 2.35500 0.51339  0.17
C 9.35849 3.12919 0.23255  -0.53
F 10.27564 3.37156 1.18317  0.16
F 9.49655 4.07247 -0.71731  0.16
F 9.64533 1.94864 -0.31889  0.17
H 7.12325 3.66617 4.13982  0.08
H 5.36332 3.67097 3.91100  0.08
H 6.36604 2.42176 3.16013  0.08
H 6.41330 5.40346 2.49103  0.13
H 5.70426 4.16766 1.46640  0.12
C -4.61956 11.65600 -1.92965  -0.06
C -4.10376 10.34568 -2.48516  -0.20
O -4.68683 10.06781 -3.77236  0.03
C -4.10859 10.64901 -4.81565  -0.40
O -3.16293 11.37926 -4.78220  0.17
C -4.81209 10.20917 -6.10776  -0.53
F -6.14689 10.22654 -5.97873  0.17
F -4.44986 8.95057 -6.43309  0.15
F -4.49008 11.00244 -7.12981  0.17
H -5.70971 11.65346 -1.89725  0.08
H -4.23660 11.81916 -0.92291  0.08
H -4.31564 12.49456 -2.55633  0.08
H -4.39756 9.52283 -1.83648  0.12
H -3.01634 10.33573 -2.54931  0.12

Atoms 1-6, force components in eV/Å:
0.40 -0.20 -0.05
-0.45 1.08 0.76
0.15 -0.82 -0.42
-0.58 0.32 0.30
-0.16 0.35 -0.10
-0.15 -0.57 0.70


ORCA calculation (ωB97M-V/def2-TZVPD) on a cluster of 2 separate species, C3H6O3 in total in a non-equilibrium geometry.

Calculated values
energy relative to the best compared isomer or geometry (same formula, charge and spin) = 32.2 kcal/mol
calculated total energy = -9349.9219 eV
HOMO energy = -9.3872 eV
SMILES = C=CO.O=CO
orbital gap = 10.268 eV

Last column: Löwdin charge in e.
Atoms and positions in Å:
C -0.78042 2.25346 -0.55523  0.02
C -0.55244 1.06080 -1.09520  -0.27
O -0.80972 -0.09616 -0.39824  -0.07
H -0.53459 3.11750 -1.14750  0.05
H -1.08542 2.37585 0.47317  0.06
H -0.29393 0.87398 -2.13401  0.11
H -0.07180 -0.74765 -0.50297  0.04
O 0.58777 -2.29211 -0.15261  0.07
C 0.90081 -2.16471 1.00277  -0.36
O 0.95931 -1.03552 1.68758  0.10
H 1.19401 -2.98805 1.66065  0.15
H 0.48642 -0.35741 1.16159  0.10

Atoms 1-6, force components in eV/Å:
0.63 -0.36 -0.52
-0.60 -0.15 0.42
0.68 0.11 0.40
-0.24 0.25 -0.04
-0.05 -0.06 0.02
0.25 0.36 0.05


ORCA calculation (ωB97M-V/def2-TZVPD) on a cluster of 3 separate species, C4H16NO2S in total in a non-equilibrium geometry.

Calculated values
energy relative to the best compared isomer or geometry (same formula, charge and spin) = 20.1 kcal/mol
calculated total energy = -20821.3734 eV
HOMO energy = -12.5444 eV
charge = +1
orbital gap = 9.718 eV

Last column: Löwdin charge in e.
Atoms and positions in Å:
C 0.86832 -0.52582 -2.56337  -0.06
C 0.15658 -0.12554 -1.28916  -0.38
C -0.83379 -1.21872 -0.82706  -0.20
C -1.79300 -0.79661 0.26238  -0.49
S -1.58393 0.91509 0.90137  0.74
N 1.23213 -0.00661 -0.21157  0.17
H 1.43389 -1.45256 -2.49188  0.10
H 1.55520 0.14447 -3.09191  0.09
H 0.11032 -0.50026 -3.35825  0.10
H -0.35440 0.80897 -1.51037  0.12
H -1.40532 -1.46394 -1.72657  0.13
H -0.18822 -2.05640 -0.55822  0.12
H -1.68430 -1.31166 1.21635  0.04
H -2.86102 -0.93402 0.08480  0.08
H -2.87051 1.31728 0.93780  -0.12
H 1.01632 0.70066 0.48857  0.09
H 2.16297 0.19032 -0.56222  0.14
H 1.20592 -0.85656 0.36849  0.13
H 0.47649 -2.44917 2.45802  0.06
H 0.95228 -1.33120 3.37852  0.06
O 0.63766 -1.49553 2.48053  -0.05
H 1.97123 2.53339 -1.05819  0.07
H 1.89769 2.91401 0.42222  0.08
O 2.24861 2.24200 -0.17894  -0.04

Atoms 1-6, force components in eV/Å:
-0.24 0.07 -1.44
0.87 -0.51 -0.57
0.36 0.92 -1.05
-0.82 0.29 2.13
-0.28 0.50 -0.10
-1.36 -0.78 0.94


ORCA calculation (ωB97M-V/def2-TZVPD) on a cluster of 2 separate species, CH4N2OS in total in a non-equilibrium geometry.

Calculated values
energy relative to the best compared isomer or geometry (same formula, charge and spin) = 122.5 kcal/mol
calculated total energy = -16959.8775 eV
HOMO energy = -8.3259 eV
orbital gap = 8.303 eV

Last column: Löwdin charge in e.
Atoms and positions in Å:
C 0.51953 -1.90247 -0.59645  -0.28
N -0.92698 1.80243 0.55933  -0.15
N -1.53623 0.92479 -0.02526  -0.09
O 1.75159 0.17750 -0.09091  -0.56
S 0.45290 -0.46672 0.14585  0.84
H 1.26904 -2.24997 -1.20443  -0.01
H -0.06380 1.48501 1.16021  0.08
H -1.19073 2.83210 0.46408  0.14
H -0.27532 -2.60267 -0.41242  0.01

Atoms 1-6, force components in eV/Å:
-2.60 0.79 1.86
-0.12 -0.75 -0.16
-0.86 1.88 -0.15
0.30 1.43 -0.17
2.13 -3.19 -0.05
1.98 -0.24 -1.28


ORCA calculation (ωB97M-V/def2-TZVPD) on a structure of composition C3H7CaMgO3 in a non-equilibrium geometry.

Calculated values
⟨S²⟩ = 0.753
energy relative to the best compared isomer or geometry (same formula, charge and spin) = 0.0 kcal/mol
calculated total energy = -33248.2206 eV
multiplicity = 2
HOMO energy (spin up / spin down) = -6.4381 / -6.4368 eV
orbital gap (spin up / spin down) = 6.123 / 6.124 eV

Last column: Löwdin charge in e.
Atoms and positions in Å:
O 2.17440 -1.72214 1.17265  -0.42
C 3.38051 -1.11912 0.85428  -0.38
C 3.26016 0.39977 0.86270  -0.19
O 2.06838 0.72859 0.12269  -0.36
C 1.86938 2.04008 -0.19560  -0.01
Mg 0.62616 -0.84849 0.46145  0.53
H 3.74441 -1.42994 -0.14750  0.11
H 4.18544 -1.37800 1.57074  0.12
H 4.12584 0.88574 0.38955  0.13
H 3.13129 0.78926 1.88424  0.13
H -2.19773 2.24700 -1.60474  -0.02
H 2.76624 2.64000 -0.36103  0.07
Ca -2.18372 -0.33719 -0.69106  0.98
O -2.72864 1.39163 -1.47717  -0.74
H 0.89028 2.45901 0.03213  0.06

Atoms 1-6, force components in eV/Å:
-0.10 0.35 -0.16
0.04 -0.19 0.01
0.60 0.02 0.28
-0.43 0.28 -0.14
0.27 0.18 0.16
0.38 -0.40 0.23